Entry 1:
This record from the Open Molecules 2025 dataset describes a molecular structure, C38H21F5MgN6OSe2 at a distorted geometry. The level of theory is ωB97M-V/def2-TZVPD.

The calculation puts the HOMO-LUMO gap at 4.760 eV. Its energy above the lowest of the compared OMol25 structures with the same formula, charge and spin is 203.8 kJ/mol. The HOMO energy is -6.519 eV.

XYZ file:
```
74
Properties=species:S:1:pos:R:3:forces:R:3:mulliken_charge:R:1
Mg -0.665079 -0.724416 0.540948 1.331 0.228 -0.095 2.032
Se -3.011303 7.053021 -0.147565 0.212 -1.044 -0.030 0.175
N -1.219379 6.558160 -0.057887 -2.728 -1.626 0.367 -0.809
C -1.292944 5.248744 0.164881 -1.448 1.143 -0.677 0.713
C -0.143808 4.510163 0.550727 0.117 -2.475 1.196 0.539
C 1.087093 5.134678 0.802894 0.464 -0.338 -0.002 -0.620
C 2.152824 4.354878 1.256398 -0.736 -0.332 -0.541 -0.977
C 1.842500 3.031314 1.606344 1.266 0.153 0.231 -0.224
N 0.671710 2.469841 1.552778 -1.589 -0.379 -0.755 -0.159
C -0.344736 3.114724 0.946301 2.518 1.605 0.370 0.023
C -1.603957 2.419194 0.886685 -1.957 -0.552 -1.705 -0.334
N -1.749128 1.070601 1.178490 -0.412 1.755 1.420 -0.055
C -2.985702 0.704048 1.559542 0.074 -0.762 -1.216 -0.281
C -4.174910 1.330925 1.183803 0.796 1.255 -0.118 -1.016
C -4.036107 2.573661 0.545452 0.644 -1.124 0.375 -0.569
C -2.744709 3.142643 0.429932 -0.260 -0.743 1.376 0.307
C -2.643366 4.566770 0.159973 0.562 1.414 0.274 0.719
N -3.721400 5.321472 0.082168 2.468 1.366 -0.546 -0.758
H 1.144495 6.215192 0.647031 0.183 -0.441 -0.142 0.450
H 3.204379 4.643864 1.292314 -0.515 0.369 0.201 0.438
H 2.619514 2.371407 1.984124 0.075 0.188 0.122 0.707
H -3.038724 -0.264114 2.047287 -0.062 -0.094 -0.105 0.552
H -5.113643 0.837499 1.403025 -0.012 0.278 -0.050 0.503
H -4.876330 3.138172 0.186402 -0.251 0.092 -0.052 0.519
C 6.230121 0.838642 -1.896232 -0.571 0.123 1.084 -0.508
C 5.805822 1.136914 -0.567828 -0.626 -0.472 -1.048 -0.822
C 4.453165 1.032764 -0.246121 0.160 0.121 0.500 0.453
C 3.512670 0.621157 -1.176766 -1.198 0.020 -0.919 0.670
C 3.885915 0.538326 -2.513781 1.553 -0.348 -0.216 -0.824
C 5.257839 0.574811 -2.862482 -0.345 0.166 -0.139 -0.559
C 2.078026 0.273667 -0.899443 0.204 0.707 0.535 -0.545
C 1.509326 -0.183087 0.234672 -2.361 1.320 -1.785 -0.012
C 1.992971 -0.590121 1.494680 0.545 -0.904 2.183 0.913
C 3.166299 -1.341950 1.580471 0.047 0.052 0.532 -0.500
C 3.582266 -1.916338 2.769996 -0.488 -0.330 0.967 -0.819
C 2.784163 -1.873310 3.924344 -0.642 0.739 -1.216 -0.815
C 1.536824 -1.225094 3.836491 0.237 0.038 -0.455 -0.871
C 1.158127 -0.564321 2.681561 1.334 0.253 -1.137 -0.424
H 7.293301 0.802429 -2.131981 -0.292 0.123 -0.033 0.369
H 6.482684 1.388478 0.228008 0.423 0.129 -0.025 0.408
H 4.052640 1.270628 0.743758 0.561 -0.262 -0.125 0.387
H 3.121061 0.362379 -3.264789 0.166 -0.130 0.019 0.367
H 5.573265 0.389824 -3.901880 -0.250 0.139 0.557 0.334
H 1.427123 0.494082 -1.785396 0.557 -0.462 0.688 0.186
H 3.756864 -1.473626 0.691568 0.189 -0.003 -0.199 0.521
H 4.505192 -2.474230 2.810006 0.206 -0.001 -0.063 0.406
H 3.082018 -2.299458 4.855522 0.251 -0.435 0.335 0.450
H 0.795877 -1.288632 4.617614 0.192 0.132 0.477 0.407
H 0.257405 0.055584 2.648179 0.031 -0.273 0.122 0.437
F 1.086412 -5.240915 -3.560681 0.236 0.183 -0.105 -0.325
C 0.908982 -4.551617 -2.420553 -0.406 0.621 -0.966 0.434
C 1.029032 -5.206367 -1.219883 -0.323 0.416 0.575 0.260
F 1.319579 -6.504586 -1.154641 0.102 0.043 -0.182 -0.299
C 0.726882 -4.513801 -0.060557 -0.818 0.591 0.166 0.251
F 0.637816 -5.186646 1.095638 0.288 0.007 -0.001 -0.321
C 0.235377 -3.185782 -0.074010 -0.254 0.672 0.512 0.424
O -0.191266 -2.575103 1.012522 -0.373 -0.570 -0.291 -1.249
C 0.170451 -2.538718 -1.328655 0.008 -0.729 0.436 -0.089
F -0.324161 -1.253958 -1.472880 -0.034 -0.869 -0.139 -0.467
C 0.478513 -3.208432 -2.469372 0.871 -0.517 -0.460 0.327
F 0.472279 -2.490487 -3.601266 -0.125 -0.573 -0.372 -0.326
Se -3.031372 -3.209765 1.145149 0.506 0.993 -0.397 0.311
N -2.632098 -1.913811 -0.204317 -1.660 -1.642 1.036 -0.147
C -3.742539 -1.853178 -0.923502 -1.216 -0.737 2.453 0.435
C -3.930693 -1.167766 -2.141482 -0.705 -0.542 -0.188 -0.675
C -5.119267 -1.366954 -2.773794 0.656 1.258 -1.148 -0.623
C -6.257632 -1.976134 -2.213485 -0.395 -1.280 1.305 -0.440
C -6.229277 -2.596774 -0.993906 1.073 0.535 -0.686 -0.706
C -4.953010 -2.595089 -0.311818 -0.054 -0.263 -0.728 0.681
N -4.799492 -3.352565 0.764906 2.058 1.414 -1.077 -0.730
H -3.119077 -0.631351 -2.576291 0.438 0.198 -0.369 0.583
H -5.227455 -1.010437 -3.808196 0.079 0.060 0.548 0.361
H -7.137714 -2.044725 -2.809135 -0.546 0.064 -0.358 0.393
H -7.028545 -3.196967 -0.572019 -0.028 0.286 -0.101 0.452
```
Positions in Å, forces in eV/Å.

=====

Entry 2:
This record from the Open Molecules 2025 dataset describes a single C5H13N molecule at a distorted geometry. The level of theory is ωB97M-V/def2-TZVPD.

The calculation puts the HOMO-LUMO gap at 10.354 eV. Its energy above the lowest of the compared OMol25 structures with the same formula, charge and spin is 37.7 kJ/mol. The HOMO energy is -9.181 eV. As for the SMILES: CC[C@@H](C)CN.

XYZ file:
```
19
Properties=species:S:1:pos:R:3:forces:R:3:mulliken_charge:R:1
C 0.328185 -0.434418 2.514292 -0.538 0.629 -0.799 -1.240
C 0.809236 -0.486815 1.063636 0.050 0.609 -0.033 -0.616
C -0.259488 0.020006 0.053322 0.708 -1.016 0.941 0.644
C -0.266318 1.529949 -0.001636 -0.249 0.369 -0.063 -1.408
C 0.001994 -0.671293 -1.275611 0.335 -0.102 -0.909 -0.785
N -0.578506 0.055416 -2.411954 -0.514 0.285 0.254 -0.586
H 0.087896 0.600534 2.773253 0.553 0.078 0.237 0.279
H -0.660185 -0.876809 2.588137 0.030 -0.768 0.220 0.360
H 1.054902 -0.867929 3.189107 -0.112 -0.016 0.304 0.355
H 1.669384 0.187925 0.973213 0.137 -0.256 -0.086 0.291
H 1.150978 -1.490587 0.792224 -0.133 0.019 0.061 0.399
H -1.181050 -0.380953 0.488631 -0.414 0.358 -0.387 0.160
H -0.468004 1.973320 0.977684 -0.021 -0.114 -0.070 0.376
H 0.680812 1.930059 -0.352763 0.288 -0.117 -0.016 0.351
H -1.002052 1.911243 -0.704268 -0.213 0.053 0.055 0.368
H 1.087899 -0.736745 -1.453513 -0.180 0.150 0.109 0.310
H -0.341855 -1.714246 -1.226470 -0.050 0.084 0.185 0.314
H -1.513008 0.366581 -2.159101 0.086 -0.021 -0.104 0.193
H -0.697887 -0.500027 -3.248467 0.238 -0.225 0.101 0.233
```
Positions in Å, forces in eV/Å.

=====

Entry 3:
This record from the Open Molecules 2025 dataset describes a molecular structure, C3H6N2O at a distorted geometry. The level of theory is ωB97M-V/def2-TZVPD.

The calculation puts the HOMO-LUMO gap at 8.981 eV. Its energy above the lowest of the compared OMol25 structures with the same formula, charge and spin is 575.4 kJ/mol. The HOMO energy is -8.732 eV.

XYZ file:
```
12
Properties=species:S:1:pos:R:3:forces:R:3:mulliken_charge:R:1
C -0.861733 0.110050 -0.957613 0.251 -0.050 0.472 -0.469
N -0.235442 -0.869508 -0.030192 0.515 0.274 0.189 -0.366
C -1.118350 0.474276 0.442051 0.255 0.889 0.434 0.584
C 1.140866 -0.102862 0.694045 -0.492 -1.290 -0.841 -0.095
N 2.185047 0.206781 0.043836 -0.413 0.313 0.291 -0.646
O -2.042748 0.666056 1.185350 0.567 -0.388 -0.349 -0.540
H -0.584163 -1.824475 -0.007641 0.272 0.093 -0.096 0.259
H 2.055993 0.684510 -0.842326 -0.027 -0.218 -0.083 0.227
H -0.170463 0.662609 -1.591041 -0.072 -0.106 -0.008 0.161
H -1.754460 -0.248813 -1.462280 0.095 0.024 0.062 0.293
H 0.189473 0.863496 0.876465 -0.825 0.190 -0.086 0.196
H 1.195981 -0.622119 1.649347 -0.125 0.271 0.016 0.395
```
Positions in Å, forces in eV/Å.